(1)
155
Properties=species:S:1:pos:R:3:mulliken_charge:R:1 method="wB97M-V/def2-TZVPD" relative_energy_ev=2.8682 lumo_energy_ev=2.122 charge=-1 fmax_ev_per_a=5.94 orbital_gap_ev=9.4 homo_ev=-7.3
Cl -0.35 1.29 -1.15 1.316
O 0.00 2.48 -0.51 -0.516
O -0.78 1.69 -2.46 -0.741
O 0.87 0.52 -1.23 -0.643
O -1.39 0.67 -0.45 -0.209
C 1.91 0.87 2.68 0.091
C 0.68 -0.02 2.35 0.803
O 0.25 -0.45 3.57 -0.023
C 0.97 0.09 4.58 0.455
O 0.80 -0.24 5.77 -0.643
O 1.92 0.85 4.07 -0.335
H 1.86 1.92 2.37 -0.012
H 2.82 0.40 2.30 0.211
H 0.85 -0.84 1.65 -0.398
H -0.04 0.66 1.90 -0.247
C -3.09 4.47 -1.32 -0.079
C -2.05 5.35 -0.61 -0.068
O -2.80 6.01 0.30 -0.385
C -4.07 5.57 0.32 0.710
O -4.87 5.81 1.23 -0.621
O -4.27 4.85 -0.68 -0.334
H -2.86 3.40 -1.28 0.138
H -3.10 4.97 -2.29 0.336
H -1.59 6.08 -1.26 0.272
H -1.27 4.77 -0.13 0.030
C -3.87 1.78 1.85 0.144
C -5.17 0.95 1.67 -0.555
O -6.37 1.81 1.94 -0.493
P -7.04 1.63 3.41 0.798
O -8.12 2.60 3.74 -0.772
O -5.71 1.82 4.37 -0.162
C -5.79 1.49 5.72 -0.466
C -5.24 0.06 5.97 -0.903
O -7.42 0.08 3.56 -0.049
C -8.51 -0.43 2.83 -0.340
C -9.66 -0.85 3.79 -1.231
H -3.79 2.15 2.87 0.356
H -3.06 1.08 1.65 -0.239
H -3.93 2.51 1.05 -0.169
H -5.27 0.59 0.64 0.483
H -5.12 0.05 2.30 0.333
H -5.23 2.26 6.26 0.411
H -6.78 1.58 6.17 0.305
H -5.00 -0.14 7.01 0.449
H -5.95 -0.76 5.83 0.269
H -4.36 -0.18 5.37 0.121
H -8.98 0.30 2.17 0.378
H -8.28 -1.31 2.23 0.319
H -10.47 -1.35 3.26 0.413
H -9.34 -1.46 4.64 0.290
H -10.12 0.07 4.13 0.286
C -1.53 -2.90 6.53 -1.232
C -1.92 -3.55 5.13 -0.076
O -0.79 -3.32 4.34 -0.065
P -0.69 -3.84 2.81 0.954
O 0.48 -3.43 2.05 -0.653
O -0.99 -5.45 2.89 -0.332
C 0.05 -6.38 3.22 -0.469
C 0.80 -6.77 1.87 -0.594
O -2.11 -3.48 2.09 -0.485
C -2.35 -2.15 1.68 0.809
C -3.28 -2.23 0.49 -0.898
H -2.40 -3.01 7.18 0.426
H -0.68 -3.39 7.00 0.327
H -1.30 -1.84 6.41 0.248
H -2.00 -4.62 5.31 0.241
H -2.86 -3.15 4.74 0.263
H 0.77 -6.10 3.99 0.311
H -0.51 -7.28 3.48 0.356
H 1.84 -7.06 2.03 0.328
H 0.21 -7.53 1.35 0.293
H 0.86 -5.92 1.19 -0.035
H -2.93 -1.64 2.45 0.085
H -1.48 -1.61 1.29 -0.129
H -4.02 -3.03 0.56 0.469
H -3.73 -1.26 0.28 0.012
H -2.68 -2.57 -0.35 -0.045
C 2.52 4.23 5.79 -1.059
C 3.20 4.93 4.59 -0.258
O 4.02 4.03 3.95 -0.083
P 4.94 4.47 2.72 0.934
O 5.74 3.35 2.10 -0.767
O 3.95 5.27 1.82 -0.288
C 3.93 5.05 0.40 -0.657
C 2.66 4.28 0.05 -0.756
O 5.87 5.62 3.41 -0.350
C 6.76 5.28 4.49 -0.380
C 8.18 4.98 3.84 -1.041
H 1.92 3.40 5.42 0.152
H 3.32 3.83 6.42 0.303
H 2.10 5.02 6.41 0.405
H 2.47 5.39 3.93 0.310
H 3.76 5.81 4.90 0.378
H 3.90 5.95 -0.21 0.332
H 4.86 4.59 0.08 0.437
H 2.64 4.12 -1.03 0.449
H 2.73 3.21 0.27 0.164
H 1.74 4.78 0.34 0.235
H 6.68 6.26 4.97 0.335
H 6.31 4.53 5.14 0.294
H 8.23 4.32 2.98 0.285
H 8.56 5.95 3.49 0.282
H 8.89 4.54 4.54 0.348
C -2.55 -0.87 -3.92 -0.739
C -2.33 -2.21 -4.52 -0.372
O -0.98 -2.21 -4.97 -0.339
P 0.03 -3.44 -4.58 1.109
O 1.45 -3.19 -4.95 -0.424
O -0.65 -4.61 -5.42 -0.366
C -0.04 -5.87 -5.48 -0.289
C -0.60 -6.53 -6.83 -1.218
O -0.26 -3.73 -3.04 -0.421
C -0.02 -2.70 -2.13 1.078
C 1.46 -2.92 -1.64 -0.975
H -2.55 -0.13 -4.72 0.305
H -3.54 -0.95 -3.46 0.361
H -1.86 -0.59 -3.13 -0.110
H -2.36 -2.97 -3.75 0.305
H -3.10 -2.54 -5.21 0.425
H 1.01 -5.68 -5.66 0.243
H -0.17 -6.44 -4.55 0.301
H 0.02 -7.41 -7.03 0.383
H -1.64 -6.82 -6.74 0.306
H -0.54 -5.78 -7.62 0.308
H -0.18 -1.70 -2.52 -0.327
H -0.66 -2.87 -1.26 -0.349
H 1.59 -3.91 -1.20 0.383
H 2.24 -2.76 -2.37 0.064
H 1.61 -2.22 -0.81 0.155
C 5.69 -2.46 -4.28 -0.975
C 6.17 -1.75 -5.59 -0.220
O 5.22 -1.94 -6.63 -0.305
P 4.28 -0.83 -7.29 0.924
O 3.20 -1.37 -8.14 -0.752
O 5.31 0.28 -7.94 -0.298
C 4.87 1.06 -8.98 -0.144
C 6.03 1.82 -9.42 -1.287
O 3.68 0.09 -6.00 -0.338
C 2.60 -0.38 -5.28 0.184
C 1.88 0.74 -4.48 -0.877
H 6.38 -2.26 -3.47 0.409
H 4.74 -2.08 -3.90 0.140
H 5.56 -3.54 -4.42 0.268
H 6.28 -0.71 -5.29 0.255
H 7.16 -2.09 -5.88 0.410
H 4.40 0.46 -9.76 0.363
H 4.06 1.74 -8.73 0.291
H 6.23 2.46 -8.55 0.284
H 6.90 1.22 -9.65 0.297
H 5.89 2.39 -10.34 0.388
H 1.83 -0.80 -5.93 0.274
H 2.91 -1.23 -4.67 -0.036
H 1.42 1.50 -5.11 0.385
H 1.02 0.29 -3.97 0.018
H 2.47 1.25 -3.72 0.347

(2)
89
Properties=species:S:1:pos:R:3:mulliken_charge:R:1 method="wB97M-V/def2-TZVPD" lumo_energy_ev="-1.086 / -0.033" multiplicity=8 fmax_ev_per_a=2.55 s_squared=16.002 orbital_gap_ev="5.7 / 6.9" homo_ev="-6.8 / -7.0"
C 0.24 -1.20 -4.70 -1.548
C -0.61 -2.40 -4.42 0.596
H 1.30 -1.50 -4.76 0.273
H 0.15 -0.46 -3.90 0.089
H -0.03 -0.76 -5.67 0.365
C -0.56 -3.46 -5.24 0.058
C 0.34 -3.58 -6.42 -1.490
H -1.23 -4.31 -5.12 0.441
H 1.40 -3.44 -6.18 0.297
H 0.09 -2.88 -7.22 0.326
H 0.23 -4.58 -6.84 0.385
Gd 0.10 1.52 0.59 0.273
Cl -2.29 0.98 -0.30 -0.471
C -2.13 0.85 2.74 -0.204
O -0.87 0.80 2.56 -0.473
N -2.80 -0.11 3.35 0.283
C -2.07 -1.24 3.93 -0.892
C -4.24 -0.24 3.15 -0.820
H -2.72 1.69 2.36 0.426
H -1.19 -0.87 4.47 0.265
H -1.75 -1.96 3.16 0.210
H -2.76 -1.74 4.62 0.420
H -4.67 0.77 3.09 0.330
H -4.66 -0.79 3.98 0.302
H -4.47 -0.76 2.20 0.276
H 1.84 1.97 5.07 0.296
H 1.13 4.76 5.81 0.327
C 2.49 2.55 4.39 -0.604
C 1.92 4.89 5.04 -0.945
N 1.87 3.83 4.04 0.219
H 2.71 1.97 3.50 -0.063
C 1.10 3.98 2.96 0.141
O 0.91 3.09 2.10 -0.046
H 1.77 5.86 4.55 0.355
H 0.64 4.98 2.87 0.164
H 3.41 2.79 4.94 0.349
H 2.90 4.86 5.54 0.291
H 6.05 1.33 -0.47 0.317
H 2.98 -0.47 -1.32 0.132
C 5.80 0.43 0.11 -0.980
C 3.82 -0.86 -0.73 -0.686
N 4.36 0.19 0.14 0.235
H 6.18 0.56 1.13 0.355
C 3.56 0.93 0.90 -0.097
O 2.31 0.84 0.90 -0.324
H 3.45 -1.71 -0.13 0.202
H 4.08 1.66 1.55 0.343
H 6.28 -0.43 -0.36 0.351
H 4.63 -1.19 -1.38 0.406
O -0.80 -2.00 -2.05 -0.176
C -1.54 -2.32 -3.22 0.075
C -1.91 -4.81 -2.91 -0.121
C -2.44 -3.52 -3.02 -0.076
H -0.83 -4.96 -3.05 0.795
C -2.76 -5.89 -2.67 -1.055
H -2.16 -1.43 -3.40 0.351
C -3.81 -3.31 -2.97 -0.195
H -2.34 -6.89 -2.53 0.374
C -4.14 -5.68 -2.57 -0.457
C -4.67 -4.39 -2.74 -0.656
H -4.18 -2.29 -3.12 0.352
H -4.81 -6.51 -2.37 0.376
H -5.75 -4.21 -2.67 0.379
Si -0.58 -2.42 -0.43 0.906
Cl 0.85 -0.02 -1.56 -0.351
C 0.24 -4.13 -0.47 -1.337
C -2.37 -2.57 0.22 -0.883
C 0.41 -1.78 1.07 -0.320
H -0.48 -4.92 -0.72 0.372
H 0.67 -4.37 0.51 0.465
H 1.05 -4.12 -1.21 0.266
H 1.28 -1.17 0.82 -0.240
H 0.80 -2.66 1.62 0.453
H -0.22 -1.24 1.79 -0.172
H -2.91 -3.34 -0.34 0.311
H -2.88 -1.61 0.08 0.090
H -2.42 -2.84 1.29 0.407
S -0.56 4.04 -0.78 -0.298
C 0.10 5.39 -0.01 0.379
C -0.72 6.38 0.57 -0.545
C -0.17 7.54 1.11 -0.440
C 1.23 7.74 1.07 -0.477
C 2.05 6.75 0.51 -0.473
C 1.51 5.59 -0.01 -0.387
H -1.80 6.21 0.58 0.379
H -0.82 8.30 1.54 0.355
H 1.66 8.66 1.47 0.365
H 3.13 6.89 0.48 0.370
H 2.12 4.80 -0.46 0.386

(3)
19
Properties=species:S:1:pos:R:3:mulliken_charge:R:1 method="wB97M-V/def2-TZVPD" smiles=CNCC[NH2+]C relative_energy_ev=2.5993 lumo_energy_ev=-3.081 charge=+1 fmax_ev_per_a=4.88 orbital_gap_ev=10.7 homo_ev=-13.8
C -1.41 1.01 -1.62 -0.894
N -1.07 0.70 -0.14 -0.327
C -0.99 -0.71 0.31 -0.685
C 0.41 -1.19 -0.21 -0.435
N 1.32 0.01 0.12 -0.186
C 1.70 0.00 1.51 -0.851
H -1.52 0.05 -2.24 0.312
H -2.51 1.41 -1.57 0.313
H -0.76 1.74 -1.98 0.333
H -1.48 1.32 0.49 0.229
H -1.85 -1.36 0.06 0.350
H -0.95 -0.90 1.43 0.326
H 0.24 -1.26 -1.38 0.271
H 0.83 -2.12 0.21 0.384
H 2.02 0.46 -0.58 0.441
H 0.61 0.79 0.11 0.428
H 2.13 -1.05 1.67 0.324
H 2.47 0.77 1.70 0.351
H 0.81 0.32 2.10 0.315